(1)
132
Properties=species:S:1:pos:R:3:lowdin_spin:R:1 method="wB97M-V/def2-TZVPD" e_homo_ev="-8.137 / -8.137" s2=0.75 lumo_energy_ev="0.5 / 0.3" spin_multiplicity=2 homo_lumo_gap_ev="8.64 / 8.39"
C -0.31 -1.37 1.73 0.000
C -1.77 -1.64 1.15 0.000
C -2.65 -0.33 1.05 0.000
C -2.51 0.40 -0.33 0.000
C -1.05 0.83 -0.69 0.000
C -0.36 1.72 0.40 0.000
C -0.29 3.23 -0.01 0.000
C 0.54 4.07 1.02 0.000
C 1.24 5.33 0.38 0.000
C 2.69 5.03 -0.15 0.000
C 3.60 4.79 1.13 0.000
C 4.84 3.88 0.83 0.000
C 4.63 2.36 1.20 0.001
C 4.28 2.28 2.73 0.001
O 5.16 3.09 3.52 0.001
C 4.86 2.75 4.89 0.000
C 6.03 1.65 1.03 0.016
C 6.07 0.29 0.22 0.027
C 6.45 -0.84 1.27 -0.001
C 7.32 0.34 -0.75 0.007
N 4.82 -0.12 -0.44 0.364
O 4.17 -1.04 0.18 0.527
C 3.96 1.00 -0.86 0.027
C 4.61 1.97 -1.90 0.001
C 2.70 0.36 -1.58 0.002
C 3.42 1.69 0.44 0.020
H -0.40 -0.43 2.34 0.000
H 0.37 -1.20 0.87 0.000
H 0.05 -2.18 2.39 0.000
H -1.66 -2.18 0.18 0.000
H -2.29 -2.33 1.85 0.000
H -2.39 0.30 1.92 0.000
H -3.71 -0.64 1.18 0.000
H -2.85 -0.33 -1.11 0.000
H -3.18 1.30 -0.41 0.000
H -0.98 1.34 -1.68 0.000
H -0.45 -0.11 -0.78 0.000
H 0.69 1.34 0.51 0.000
H -0.85 1.64 1.39 0.000
H 0.19 3.38 -1.01 0.000
H -1.30 3.70 -0.07 0.000
H 1.26 3.41 1.57 0.000
H -0.16 4.46 1.80 0.000
H 1.36 6.06 1.22 0.000
H 0.60 5.84 -0.38 0.000
H 2.71 4.17 -0.85 0.000
H 3.10 5.90 -0.72 0.000
H 4.01 5.81 1.37 0.000
H 3.01 4.49 2.02 0.000
H 5.12 4.04 -0.24 0.000
H 5.69 4.27 1.44 0.000
H 4.33 1.22 3.08 0.000
H 3.23 2.63 2.88 0.000
H 3.79 2.45 4.97 0.000
H 5.46 1.88 5.24 0.000
H 5.01 3.62 5.57 0.000
H 6.74 2.37 0.55 0.000
H 6.45 1.45 2.04 0.002
H 6.57 -1.82 0.77 0.000
H 7.45 -0.53 1.67 0.000
H 5.77 -0.86 2.14 0.001
H 7.42 -0.64 -1.26 0.001
H 7.23 1.14 -1.52 0.000
H 8.20 0.60 -0.12 0.000
H 3.84 2.74 -2.15 0.000
H 4.78 1.39 -2.83 0.001
H 5.56 2.43 -1.57 0.000
H 2.02 0.02 -0.77 -0.001
H 3.00 -0.47 -2.26 0.000
H 2.14 1.15 -2.14 0.000
H 2.60 2.39 0.21 0.001
H 2.98 0.94 1.15 0.003
N 1.21 4.96 4.92 0.000
C 0.43 5.59 5.85 0.000
C 1.25 6.33 6.66 0.000
C 2.57 6.16 6.19 0.000
C 2.52 5.31 5.12 0.000
H 0.88 4.35 4.20 0.000
H -0.64 5.45 5.86 0.000
H 0.93 6.94 7.49 0.000
H 3.47 6.61 6.60 0.000
H 3.30 4.92 4.48 0.000
N -1.75 -6.55 -2.01 0.000
C -1.87 -5.31 -2.59 0.000
C -0.95 -4.48 -1.99 0.000
C -0.25 -5.25 -1.03 0.000
C -0.76 -6.52 -1.06 0.000
H -2.30 -7.36 -2.25 0.000
H -2.59 -5.13 -3.36 0.000
H -0.80 -3.44 -2.23 0.000
H 0.54 -4.91 -0.38 0.000
H -0.51 -7.40 -0.50 0.000
N -7.54 -0.15 -0.48 0.000
C -8.37 0.40 0.45 0.000
C -7.60 1.11 1.34 0.000
C -6.25 0.99 0.92 0.000
C -6.25 0.20 -0.20 0.000
H -7.83 -0.73 -1.25 0.000
H -9.44 0.24 0.41 0.000
H -7.97 1.66 2.19 0.000
H -5.39 1.42 1.40 0.000
H -5.44 -0.13 -0.83 0.000
N -0.62 -5.52 -5.86 0.000
C -1.40 -5.73 -6.96 0.000
C -0.58 -5.72 -8.07 0.000
C 0.74 -5.51 -7.61 0.000
C 0.69 -5.39 -6.24 0.000
H -0.95 -5.47 -4.91 0.000
H -2.46 -5.86 -6.87 0.000
H -0.90 -5.86 -9.09 0.000
H 1.64 -5.45 -8.21 0.000
H 1.47 -5.22 -5.52 0.000
N -10.95 1.97 3.25 0.000
C -11.45 2.05 1.98 0.000
C -11.96 3.31 1.80 0.000
C -11.76 4.02 3.02 0.000
C -11.13 3.16 3.89 0.000
H -10.52 1.15 3.65 0.000
H -11.40 1.21 1.31 0.000
H -12.42 3.69 0.91 0.000
H -12.03 5.04 3.23 0.000
H -10.80 3.30 4.90 0.000
N -0.11 -8.52 -5.10 0.000
C 0.42 -9.17 -4.01 0.000
C 0.25 -10.52 -4.19 0.000
C -0.40 -10.69 -5.44 0.000
C -0.60 -9.45 -5.98 0.000
H -0.13 -7.53 -5.23 0.000
H 0.87 -8.61 -3.20 0.000
H 0.56 -11.29 -3.50 0.000
H -0.68 -11.63 -5.89 0.000
H -1.06 -9.14 -6.90 0.000

(2)
78
Properties=species:S:1:pos:R:3:mulliken_charge:R:1 method="wB97M-V/def2-TZVPD" e_homo_ev=-8.352 lumo_energy_ev=-1.4 homo_lumo_gap_ev=6.98 smiles=COB(O)c1nc2c(CCCF)c(P(C)O)cc(S)c2nc1CCO.COCCOC.COCCOC
C -4.66 -4.08 -1.72 -0.629
O -3.34 -4.49 -2.14 -0.373
B -2.79 -3.60 -3.14 0.616
O -2.82 -4.03 -4.51 -0.485
C -2.12 -2.19 -2.61 -0.339
N -1.71 -2.21 -1.24 0.006
C -1.14 -0.98 -0.79 -0.010
C -0.71 -0.91 0.74 0.260
C -0.86 -2.15 1.74 -0.687
C -2.32 -2.83 1.76 -0.447
C -2.15 -4.33 1.13 0.040
F -1.63 -5.28 2.09 -0.351
C -0.09 0.41 1.31 0.087
P 0.43 0.62 3.13 0.238
C 0.01 2.41 3.68 -0.890
O 2.15 0.48 3.07 -0.592
C 0.13 1.66 0.37 -0.539
C -0.29 1.53 -1.10 -0.121
S 0.02 3.03 -2.19 -0.209
C -0.96 0.23 -1.74 0.458
N -1.32 0.32 -3.13 -0.416
C -1.92 -0.92 -3.50 0.281
C -2.44 -0.98 -5.03 -0.673
C -1.35 -1.58 -6.05 -0.487
O -0.07 -0.92 -5.80 -0.453
H -4.81 -2.94 -1.75 0.236
H -4.94 -4.48 -0.67 0.238
H -5.43 -4.57 -2.44 0.249
H -3.69 -3.72 -4.87 0.326
H -0.10 -2.95 1.38 0.343
H -0.57 -1.93 2.82 0.315
H -2.77 -2.96 2.81 0.358
H -3.05 -2.30 1.04 0.253
H -3.13 -4.69 0.63 -0.021
H -1.38 -4.28 0.27 0.158
H -0.24 3.10 2.80 0.374
H 0.90 2.87 4.26 0.245
H -0.94 2.34 4.31 0.225
H 2.45 -0.27 3.64 0.333
H 0.57 2.65 0.76 0.354
H 1.32 2.78 -2.67 0.177
H -2.65 0.11 -5.37 0.373
H -3.46 -1.52 -5.08 0.294
H -1.16 -2.71 -5.92 0.270
H -1.74 -1.39 -7.12 0.285
H 0.41 -1.56 -5.21 0.307
C 5.28 4.64 -6.26 -0.689
O 6.01 3.42 -6.17 -0.377
C 6.10 2.94 -4.83 -0.484
C 5.11 1.81 -4.58 -0.528
O 3.76 2.29 -4.64 -0.282
C 3.14 1.98 -5.88 -0.774
H 5.04 4.81 -7.31 0.246
H 4.35 4.60 -5.69 0.277
H 5.90 5.47 -5.90 0.326
H 5.97 3.75 -4.11 0.318
H 7.12 2.54 -4.71 0.367
H 5.26 1.43 -3.57 0.363
H 5.26 0.99 -5.28 0.334
H 2.87 0.92 -5.90 0.321
H 3.78 2.21 -6.73 0.344
H 2.22 2.57 -5.96 0.241
C 0.59 2.30 7.94 -0.752
O 0.63 0.98 7.43 -0.270
C 0.45 -0.01 8.45 -0.483
C -0.97 -0.55 8.45 -0.494
O -1.91 0.45 8.83 -0.379
C -2.59 1.00 7.71 -0.594
H 0.48 2.99 7.10 0.183
H -0.26 2.45 8.63 0.379
H 1.52 2.53 8.46 0.289
H 0.72 0.40 9.43 0.365
H 1.15 -0.82 8.22 0.347
H -1.04 -1.35 9.19 0.382
H -1.22 -0.98 7.47 0.283
H -3.34 0.30 7.34 0.328
H -1.90 1.26 6.90 0.180
H -3.09 1.91 8.03 0.254

(3)
11
Properties=species:S:1:pos:R:3:mulliken_charge:R:1 method="wB97M-V/def2-TZVPD" e_homo_ev=-10.313 lumo_energy_ev=0.3 homo_lumo_gap_ev=10.58 smiles="C#CC=O.C=N"
C 0.42 -2.12 -0.66 0.262
C -0.50 -1.40 -0.38 -0.232
C -1.64 -0.55 -0.02 -0.261
O -2.46 -0.19 -0.82 -0.427
H 1.23 -2.77 -0.93 0.368
H -1.69 -0.29 1.05 0.282
C 1.14 1.33 0.05 -0.340
N 0.05 1.69 0.60 -0.447
H 1.11 1.00 -0.99 0.354
H 2.12 1.34 0.53 0.233
H 0.22 1.97 1.57 0.207

(4)
58
Properties=species:S:1:pos:R:3:mulliken_charge:R:1 method="wB97M-V/def2-TZVPD" e_homo_ev=-9.422 lumo_energy_ev=-4.2 homo_lumo_gap_ev=5.19 total_charge=+1
C -7.34 5.15 3.92 -0.804
O -7.19 4.71 2.55 -0.439
C -6.28 3.75 2.29 0.879
C -6.13 3.38 0.92 -0.850
C -5.15 2.47 0.57 -0.453
C -4.29 1.89 1.55 0.337
C -3.26 0.94 1.22 1.078
O -2.49 0.51 2.28 -0.471
C -1.65 -0.59 2.15 0.479
C -1.43 -1.14 0.90 0.261
C -0.50 -2.20 0.78 -0.183
C 0.10 -2.74 1.91 -1.049
C -0.17 -2.18 3.17 -0.346
C -1.04 -1.10 3.30 -0.806
C -1.86 -0.36 -0.28 -0.353
C -3.02 0.52 -0.04 -1.158
C -4.49 2.23 2.90 -0.746
C -5.46 3.14 3.28 -0.427
H -8.11 5.91 3.85 0.241
H -7.67 4.32 4.56 0.327
H -6.40 5.57 4.30 0.340
H -6.79 3.84 0.19 0.404
H -5.05 2.16 -0.47 0.248
H -0.25 -2.56 -0.22 0.673
H 0.77 -3.59 1.82 0.411
H 0.28 -2.62 4.06 0.393
H -1.30 -0.70 4.28 0.425
H -1.98 -1.00 -1.16 0.553
H -3.42 1.11 -0.88 0.290
H -3.90 1.75 3.67 0.397
H -5.58 3.38 4.34 0.336
C 6.10 -2.25 -0.82 -1.488
C 5.59 -2.24 -2.27 1.919
C 6.68 -1.65 -3.17 -2.073
C 5.29 -3.67 -2.71 -1.492
C 4.33 -1.41 -2.35 0.682
C 4.22 -0.30 -3.18 -0.629
C 3.07 0.43 -3.23 -0.659
N 2.01 0.05 -2.47 0.067
B 0.91 0.97 -2.72 0.260
H -1.10 0.36 -0.47 0.084
C 2.07 -1.01 -1.62 -0.542
C 3.22 -1.76 -1.57 -0.611
H 5.35 -2.67 -0.14 0.325
H 7.02 -2.84 -0.75 0.438
H 6.33 -1.23 -0.50 0.384
H 6.36 -1.65 -4.22 0.435
H 6.93 -0.63 -2.88 0.438
H 7.58 -2.27 -3.09 0.407
H 4.94 -3.68 -3.75 0.389
H 6.20 -4.28 -2.65 0.437
H 4.52 -4.13 -2.09 0.325
H 5.03 0.05 -3.82 0.533
H 2.96 1.30 -3.86 0.478
H 0.97 1.91 -1.99 0.041
H 0.09 0.50 -3.45 0.038
H 1.18 -1.21 -1.01 0.314
H 3.25 -2.63 -0.91 0.515

(5)
95
Properties=species:S:1:pos:R:3:mulliken_charge:R:1 method="wB97M-V/def2-TZVPD" e_homo_ev=-4.555 lumo_energy_ev=2.1 homo_lumo_gap_ev=6.61 total_charge=-1
Cs -1.09 -0.01 0.19 1.277
C 4.49 0.15 2.76 -1.642
C 3.76 0.08 1.46 0.459
C 4.04 -0.66 0.33 -0.603
C 3.00 -0.36 -0.57 -0.360
N 2.15 0.50 -0.02 -0.506
N 2.63 0.78 1.21 -0.086
B 1.93 1.79 2.13 -0.502
N 0.74 1.13 2.89 1.652
N 0.56 -0.21 2.93 -0.574
C -0.47 -0.42 3.75 0.139
C -0.95 0.80 4.25 -1.322
C -0.15 1.76 3.68 0.647
C -0.18 3.25 3.84 -1.241
C -0.99 -1.77 4.03 0.260
C -1.51 -2.07 5.28 -0.633
C -2.03 -3.33 5.56 -0.622
C -2.02 -4.31 4.58 -0.472
C -1.50 -4.02 3.32 -0.623
C -1.00 -2.76 3.05 -0.074
N 1.38 2.98 1.31 0.664
N 0.27 2.83 0.55 0.216
C 0.06 4.00 -0.03 -0.186
C 1.04 4.94 0.36 -1.270
C 1.87 4.23 1.21 0.582
C 3.10 4.69 1.92 -1.516
C -1.04 4.14 -1.00 -0.120
C -1.27 3.13 -1.93 -0.159
C -2.30 3.22 -2.84 -0.660
C -3.13 4.33 -2.84 -0.282
C -2.91 5.35 -1.93 -0.784
C -1.87 5.26 -1.02 -0.499
C 2.74 -0.90 -1.91 0.260
C 3.54 -1.91 -2.44 -0.308
C 3.27 -2.45 -3.69 -0.908
C 2.19 -1.98 -4.44 -0.479
C 1.40 -0.97 -3.92 -0.746
C 1.67 -0.43 -2.68 0.500
H 5.32 -0.55 2.74 0.425
H 3.83 -0.12 3.58 0.275
H 4.87 1.15 2.95 0.232
H 4.88 -1.33 0.19 0.460
H 2.73 2.22 2.93 -0.134
H -1.79 0.96 4.92 0.487
H -0.87 3.51 4.65 0.443
H -0.51 3.74 2.93 0.115
H 0.80 3.64 4.09 0.204
H -1.51 -1.31 6.06 0.420
H -2.43 -3.54 6.54 0.365
H -2.42 -5.29 4.79 0.383
H -1.51 -4.77 2.54 0.452
H -0.61 -2.54 2.06 0.314
H 1.15 5.96 0.04 0.527
H 3.31 5.72 1.65 0.403
H 3.96 4.08 1.65 0.218
H 2.98 4.63 3.00 0.238
H -0.59 2.28 -1.95 1.038
H -2.47 2.41 -3.55 0.429
H -3.95 4.40 -3.55 0.343
H -3.55 6.22 -1.93 0.370
H -1.70 6.05 -0.29 0.465
H 4.36 -2.30 -1.86 0.333
H 3.89 -3.24 -4.08 0.392
H 1.98 -2.40 -5.41 0.397
H 0.55 -0.60 -4.48 0.414
H 1.05 0.37 -2.27 0.604
I -5.08 1.92 -5.72 0.026
C -4.58 0.79 -4.04 -0.708
C -5.02 1.18 -2.78 -0.207
C -4.64 0.44 -1.68 -0.315
I -5.23 1.06 0.22 0.057
C -3.85 -0.75 -1.75 0.314
O -3.55 -1.44 -0.73 -0.922
C -3.39 -1.08 -3.07 0.896
C -2.52 -2.30 -3.24 -1.254
N -1.44 -2.33 -2.26 0.289
C -0.61 -3.50 -2.42 -1.403
C 0.47 -3.63 -1.37 0.738
C 1.41 -4.65 -1.51 -0.814
C 2.41 -4.77 -0.56 -0.739
C 2.46 -3.86 0.48 -1.014
C 1.48 -2.89 0.54 -0.193
N 0.50 -2.78 -0.36 0.524
C -3.75 -0.32 -4.17 -0.397
H -5.63 2.06 -2.66 0.378
H -2.09 -2.30 -4.24 0.297
H -3.15 -3.20 -3.16 0.271
H -1.90 -2.34 -1.35 0.066
H -0.12 -3.46 -3.40 0.418
H -1.20 -4.44 -2.42 0.587
H 1.35 -5.33 -2.35 0.476
H 3.16 -5.56 -0.65 0.371
H 3.24 -3.90 1.23 0.534
H 1.49 -2.15 1.34 0.304
H -3.38 -0.60 -5.15 0.327

(6)
12
Properties=species:S:1:pos:R:3:lowdin_spin:R:1 method="wB97M-V/def2-TZVPD" e_homo_ev="-1.422 / -1.407" s2=0.77 lumo_energy_ev="4.1 / 4.1" spin_multiplicity=2 homo_lumo_gap_ev="5.53 / 5.47" total_charge=-1
O -0.06 0.20 2.08 0.020
C 0.37 -0.62 0.97 0.048
C 0.72 0.21 -0.21 0.262
C -0.29 1.00 -0.93 0.150
C -0.39 -0.05 -2.21 0.265
O -1.17 -0.99 -2.10 0.191
H -0.48 -0.37 2.73 0.002
H -0.46 -1.31 0.72 0.013
H 1.24 -1.22 1.28 0.003
H 1.75 0.18 -0.58 0.031
H 0.06 1.97 -1.29 0.009
H -1.29 1.00 -0.46 0.007

(7)
12
Properties=species:S:1:pos:R:3:mulliken_charge:R:1 method="wB97M-V/def2-TZVPD" e_homo_ev=-10.902 lumo_energy_ev=0.4 homo_lumo_gap_ev=11.34 smiles=O.O.O.O
O -1.06 1.29 0.78 -0.625
H -1.72 0.98 0.18 0.280
H -0.26 0.74 0.69 0.375
O 1.17 0.06 0.04 -0.612
H 2.12 -0.02 0.29 0.306
H 1.16 0.36 -0.84 0.308
O 0.20 -2.31 1.97 -0.624
H -0.01 -1.41 2.15 0.315
H -0.69 -2.70 2.05 0.307
O -0.11 1.33 -2.27 -0.631
H -0.14 1.05 -3.16 0.309
H -0.66 0.63 -1.88 0.291

(8)
58
Properties=species:S:1:pos:R:3:mulliken_charge:R:1 method="wB97M-V/def2-TZVPD" e_homo_ev=-12.076 lumo_energy_ev=-4.0 homo_lumo_gap_ev=8.03 total_charge=+1
Zr 0.37 -0.26 -0.64 -0.654
Br 0.83 -4.16 0.39 -0.057
C 0.58 -4.07 -1.50 -0.464
Br 1.48 -2.54 -2.31 0.019
H -0.47 -3.97 -1.73 0.285
H 1.03 -4.95 -1.95 0.439
O -1.22 -1.61 -1.04 -0.362
C -2.03 -0.78 -0.44 0.017
O -2.02 0.41 -0.79 -0.406
C -2.46 -1.22 0.92 1.084
C -3.67 -1.72 1.33 -0.703
C -3.76 -2.16 2.65 -0.616
C -2.69 -2.15 3.51 -0.431
C -1.47 -1.66 3.05 -1.052
C -1.34 -1.13 1.77 0.730
O -0.24 -0.55 1.28 0.840
N -0.33 -1.72 3.97 0.970
O 0.78 -1.75 3.47 -0.524
O -0.56 -1.71 5.16 -0.578
N -5.05 -2.69 3.13 1.037
O -5.97 -2.71 2.33 -0.612
O -5.11 -3.06 4.28 -0.601
H -4.53 -1.79 0.68 0.658
H -2.78 -2.52 4.52 0.660
C -0.02 2.79 -6.18 -1.231
C -0.05 1.88 -5.00 0.943
C -1.08 0.95 -4.81 -1.150
C -1.04 0.17 -3.69 -0.076
N -0.02 0.26 -2.84 0.187
C 0.95 1.16 -3.10 0.448
S 2.19 1.12 -1.88 -0.507
N 0.96 1.99 -4.13 -0.580
H -1.02 3.00 -6.55 0.383
H 0.54 2.30 -6.99 0.284
H 0.50 3.71 -5.93 0.372
H -1.90 0.88 -5.52 0.386
H -1.81 -0.56 -3.45 0.511
C 0.67 1.62 3.49 -1.291
Ge 1.40 2.07 1.74 0.979
C -0.10 2.33 0.45 -1.439
C 2.33 3.78 1.76 -1.356
C 2.89 0.80 1.31 -1.279
Se 2.63 -1.07 0.80 0.373
C 4.21 -1.27 -0.30 -1.050
H -0.41 1.48 3.44 0.328
H 0.88 2.43 4.19 0.506
H 1.12 0.70 3.87 0.346
H -1.03 1.85 0.74 0.403
H 0.08 2.26 -0.63 0.634
H -0.26 3.41 0.57 0.616
H 1.68 4.54 2.18 0.391
H 2.61 4.08 0.75 0.359
H 3.24 3.73 2.37 0.415
H 3.48 0.79 2.23 0.735
H 3.49 1.25 0.52 0.625
H 5.06 -0.99 0.32 0.407
H 4.15 -0.66 -1.19 0.324
H 4.29 -2.32 -0.56 0.326

| no. | energy (eV) | maximum force (eV Å⁻¹) |
| --- | --- | --- |
| 1 | -64492.818 | 2.77 |
| 2 | -67385.993 | 6.48 |
| 3 | -7763.062 | 0.71 |
| 4 | -32649.174 | 2.20 |
| 5 | -76625.589 | 0.12 |
| 6 | -8337.151 | 1.88 |
| 7 | -8319.580 | 2.73 |
| 8 | -313387.357 | 0.98 |